1.
C40H79Cl15F8O | ωB97M-V/def2-TZVPD

The geometry in XYZ format:
```
143
Properties=species:S:1:pos:R:3:mulliken_charge:R:1
F 3.735 0.071 -2.245 0.13
C 3.979 -0.821 -1.262 -0.27
F 5.266 -1.105 -1.131 -0.15
C 3.341 -0.402 0.038 1.23
F 3.926 0.681 0.524 -0.28
F 3.513 -1.337 0.975 -0.31
C 1.860 -0.096 -0.109 -0.15
O 1.013 -1.277 -0.358 -0.50
C -0.186 -1.034 -1.103 0.76
F -0.917 -0.003 -0.588 0.08
F 0.193 -0.659 -2.282 -0.28
C -0.998 -2.335 -1.224 -0.20
F -1.444 -2.792 -0.073 -0.06
F -1.948 -2.231 -2.148 -0.15
H 3.571 -1.767 -1.619 0.07
H 1.750 0.675 -0.872 0.21
H 1.436 0.396 0.766 -0.25
H -0.340 -3.111 -1.614 0.15
Cl 1.702 6.398 -0.744 -0.12
C 2.974 5.198 -0.561 -0.20
Cl 4.324 5.445 -1.649 -0.09
Cl 2.324 3.586 -0.911 0.06
H 3.354 5.240 0.460 0.33
Cl -3.565 -2.007 3.034 -0.19
C -4.272 -2.182 1.333 0.24
Cl -4.042 -0.695 0.266 -0.02
Cl -5.998 -2.562 1.450 -0.13
H -3.786 -2.983 0.775 -0.03
Cl 6.573 2.166 -0.843 -0.11
C 6.412 2.037 -2.605 1.07
Cl 7.369 0.693 -3.248 -0.11
Cl 6.817 3.576 -3.427 -0.14
H 5.358 1.848 -2.807 -0.77
Cl 9.945 -1.149 0.797 -0.14
C 8.325 -1.460 0.217 0.63
Cl 7.239 -1.770 1.526 -0.13
Cl 8.328 -2.845 -0.848 -0.16
H 7.916 -0.613 -0.333 -0.26
Cl -4.633 -3.469 -2.222 -0.13
C -4.536 -2.421 -3.754 0.15
Cl -4.763 -0.721 -3.371 -0.05
Cl -5.538 -3.093 -5.046 -0.13
H -3.512 -2.505 -4.118 0.13
C -2.877 7.352 -2.117 -1.09
C -3.819 6.433 -2.818 -0.65
C -3.174 5.085 -3.137 -0.49
C -2.939 4.125 -1.981 -0.57
C -2.223 2.838 -2.354 1.10
C -2.859 2.121 -3.556 -1.67
H -1.921 7.327 -2.639 0.24
H -2.687 6.975 -1.111 0.26
H -3.273 8.367 -2.108 0.38
H -4.730 6.323 -2.229 0.31
H -4.095 6.989 -3.714 0.34
H -2.309 5.264 -3.776 0.30
H -3.888 4.612 -3.812 0.31
H -2.320 4.658 -1.260 0.28
H -3.805 3.971 -1.337 0.39
H -1.151 2.932 -2.527 -0.08
H -2.319 2.126 -1.534 -0.44
H -2.622 2.586 -4.513 0.31
H -2.371 1.147 -3.608 0.49
H -3.943 2.035 -3.484 0.31
C -1.243 0.854 6.351 -0.75
C -0.373 -0.340 6.743 -0.88
C 0.592 -0.794 5.597 -0.33
C -0.134 -1.541 4.499 0.28
C 0.807 -2.111 3.435 0.65
C 1.477 -3.421 3.830 -1.72
H -1.839 1.273 7.162 0.42
H -1.913 0.587 5.534 0.13
H -0.602 1.659 5.990 0.14
H 0.220 -0.149 7.637 0.36
H -1.080 -1.119 7.029 0.32
H 1.363 -1.455 5.992 0.45
H 1.114 0.069 5.182 0.13
H -0.656 -2.407 4.907 0.62
H -0.851 -0.856 4.045 -0.52
H 0.229 -2.338 2.539 -0.45
H 1.458 -1.318 3.068 0.08
H 0.751 -4.186 4.106 0.28
H 2.024 -3.838 2.984 0.43
H 2.254 -3.173 4.552 0.48
C 1.581 3.053 2.443 -1.05
C 0.230 2.555 2.919 0.41
C -0.894 2.894 1.902 -0.53
C -2.282 2.231 2.134 0.14
C -3.034 2.742 3.357 -0.41
C -4.427 2.106 3.364 -1.19
H 2.291 3.087 3.269 0.44
H 1.537 4.066 2.043 0.16
H 2.044 2.332 1.769 0.05
H 0.448 1.494 3.041 -0.39
H -0.062 2.945 3.894 0.54
H -0.568 2.550 0.920 -0.07
H -0.974 3.976 1.802 0.49
H -2.874 2.266 1.219 0.16
H -2.014 1.178 2.216 -0.04
H -2.513 2.455 4.270 0.00
H -3.110 3.826 3.430 0.48
H -5.013 2.327 2.473 0.34
H -4.246 1.034 3.290 0.15
H -5.019 2.525 4.178 0.41
C -5.059 -8.918 2.624 -1.00
C -3.547 -8.978 2.971 -0.76
C -2.693 -7.892 2.210 -0.77
C -3.138 -6.455 2.491 -0.59
C -1.998 -5.505 2.833 0.02
C -0.902 -5.337 1.770 -0.75
H -5.551 -8.207 3.288 0.28
H -5.534 -9.899 2.623 0.34
H -5.093 -8.462 1.634 0.25
H -3.422 -8.833 4.044 0.35
H -3.190 -9.959 2.659 0.40
H -2.848 -7.970 1.134 0.30
H -1.640 -8.051 2.443 0.37
H -3.762 -6.134 1.658 0.33
H -3.850 -6.536 3.313 0.35
H -2.531 -4.574 3.027 -0.10
H -1.587 -5.762 3.810 0.43
H -1.293 -5.133 0.773 0.17
H -0.182 -4.618 2.162 -0.07
H -0.427 -6.310 1.639 0.45
C 4.611 -0.803 -5.459 -0.86
C 4.560 0.383 -6.429 -0.84
C 4.265 1.725 -5.813 -0.14
C 2.942 1.814 -5.053 -0.05
C 2.645 3.187 -4.445 0.86
C 2.321 4.202 -5.560 -1.54
H 5.090 -1.607 -6.017 0.43
H 3.621 -1.122 -5.131 0.27
H 5.225 -0.589 -4.584 0.03
H 5.455 0.506 -7.039 0.42
H 3.810 0.004 -7.123 0.25
H 4.137 2.330 -6.710 0.35
H 5.088 2.161 -5.247 0.01
H 2.093 1.527 -5.673 0.57
H 2.960 1.018 -4.309 -0.40
H 1.810 3.053 -3.758 -0.21
H 3.479 3.462 -3.800 -0.22
H 1.784 5.050 -5.137 0.45
H 3.226 4.587 -6.032 0.35
H 1.683 3.775 -6.334 0.33
```

## Properties
Frontier orbital gap = 10.91 eV
Maximum force = 2.97 eV/Å
Charge = 0
SMILES = FC(F)C(F)(F)COC(F)(F)C(F)F.ClC(Cl)Cl.ClC(Cl)Cl.ClC(Cl)Cl.ClC(Cl)Cl.ClC(Cl)Cl.CCCCCC.CCCCCC.CCCCCC.CCCCCC.CCCCCC

***

2.
C3H10NO | ωB97M-V/def2-TZVPD

The geometry in XYZ format:
```
15
Properties=species:S:1:pos:R:3:mulliken_charge:R:1
C -1.461 -1.110 1.271 -0.53
O -0.056 -0.835 1.697 -0.61
H -2.001 -0.182 1.399 0.23
H -1.820 -1.951 1.862 0.37
H -1.305 -1.486 0.268 0.19
H 0.007 -0.946 2.638 0.33
C 1.055 1.679 -0.644 -0.93
C 0.403 -0.277 -1.791 -0.13
N 0.559 0.319 -0.676 0.10
H 0.708 2.104 0.313 0.33
H 2.142 1.721 -0.607 0.33
H 0.525 2.335 -1.332 0.40
H 0.666 0.182 -2.731 0.33
H 0.041 -1.296 -1.862 0.23
H 0.536 -0.257 0.195 0.36
```

## Properties
Frontier orbital gap = 10.23 eV
Maximum force = 2.55 eV/Å
Charge = +1
ΔE to the lowest compared entry with this formula, charge and spin = 144.2 kJ/mol

***

3.
C4H8N2O4 | ωB97M-V/def2-TZVPD

The geometry in XYZ format:
```
18
Properties=species:S:1:pos:R:3:mulliken_charge:R:1
N -0.022 1.865 -0.641 -0.62
C -0.319 0.468 -0.446 0.01
C -1.661 -0.045 0.091 0.63
O -2.509 0.644 0.601 -0.53
O -2.060 -1.552 -0.516 -0.66
C 0.568 -0.091 0.711 0.01
N -0.243 -1.178 1.190 -0.48
C 1.992 -0.389 0.227 0.32
O 2.352 -1.529 0.038 -0.54
O 2.538 0.632 -0.418 -0.54
H -0.532 2.423 0.041 0.26
H -0.339 2.185 -1.552 0.25
H -0.104 -0.052 -1.392 0.18
H -1.513 -1.744 -1.288 0.34
H 0.648 0.673 1.502 0.39
H 0.037 -1.600 2.067 0.20
H -0.676 -2.036 0.403 0.32
H 1.843 1.325 -0.617 0.47
```

## Properties
Frontier orbital gap = 10.26 eV
Maximum force = 5.01 eV/Å
Charge = 0
ΔE to the lowest compared entry with this formula, charge and spin = 285.0 kJ/mol
SMILES = N[C@H](C(=O)O)[C@@H](N)C(=O)O

***

In eV, the E_LUMO values for the records above are, in order, 0.275, -4.974, 0.383.